No. 1
{"formula": "C4H7NO2", "method": "ωB97M-V with the def2-TZVPD basis set", "e_homo_ev": [-15.375, -15.024], "homo_lumo_gap_ev": [10.44, 6.50], "charge": 1, "spin_multiplicity": 2, "elements": ["C", "N", "C", "C", "C", "O", "O", "H", "H", "H", "H", "H", "H", "H"], "coordinates": [[0.022, -0.845, 0.981], [0.901, -0.102, 0.247], [2.246, 0.322, 0.780], [0.392, 0.747, -0.778], [-0.887, 0.295, -1.493], [-1.878, -0.053, -0.939], [-1.149, -0.539, 1.148], [0.428, -1.682, 1.560], [2.929, 0.060, -0.038], [2.304, 1.413, 0.812], [2.417, -0.217, 1.704], [1.223, 0.946, -1.468], [0.114, 1.728, -0.354], [-0.938, 0.578, -2.551]], "forces_ev_per_a": [[1.169, 1.266, 0.787], [-0.636, 0.001, 0.686], [-0.236, -1.147, -1.978], [0.613, 0.316, 0.129], [0.559, 1.502, -0.255], [-0.261, -0.858, 0.638], [-0.959, -0.474, -0.770], [0.238, 0.021, -0.012], [0.405, -0.251, 0.660], [-0.461, -0.139, 0.661], [0.315, 0.254, 0.039], [-0.436, -0.145, -0.139], [-0.355, -0.052, -0.138], [0.045, -0.295, -0.310]], "lowdin_charge": [-0.186, -0.106, 0.043, -0.083, -0.081, 0.241, 0.175, 0.179, 0.107, 0.110, 0.106, 0.149, 0.176, 0.172]}

No. 2
{"formula": "H20O10", "method": "ωB97M-V with the def2-TZVPD basis set", "e_homo_ev": -10.643, "homo_lumo_gap_ev": 10.50, "smiles": "O.O.O.O.O.O.O.O.O.O", "elements": ["O", "H", "H", "O", "H", "H", "O", "H", "H", "O", "H", "H", "O", "H", "H", "O", "H", "H", "O", "H", "H", "O", "H", "H", "O", "H", "H", "O", "H", "H"], "coordinates": [[13.694, 17.985, -19.197], [13.682, 17.202, -19.761], [14.506, 17.897, -18.786], [13.298, 13.475, -21.604], [13.770, 12.654, -21.654], [13.533, 13.900, -22.455], [15.602, 12.776, -19.465], [16.554, 12.806, -19.480], [15.218, 13.523, -19.912], [16.460, 17.419, -18.994], [17.121, 16.920, -18.526], [16.549, 18.341, -18.729], [16.662, 15.039, -21.057], [16.987, 15.578, -20.376], [17.403, 14.399, -21.021], [14.148, 15.573, -20.292], [14.973, 15.699, -20.762], [13.840, 14.783, -20.814], [10.911, 13.163, -22.571], [11.709, 13.353, -22.126], [10.946, 13.273, -23.511], [11.161, 15.723, -20.269], [11.476, 14.924, -19.837], [11.435, 16.344, -19.594], [13.296, 15.078, -23.907], [12.779, 15.710, -23.400], [12.642, 14.764, -24.520], [14.649, 15.073, -17.726], [14.353, 15.239, -18.628], [14.373, 15.832, -17.289]], "forces_ev_per_a": [[-2.656, 0.549, -1.034], [-0.207, -0.089, -0.229], [2.458, -0.229, 1.357], [0.512, 0.498, -0.423], [0.391, -0.980, 0.411], [-0.249, 0.197, -0.228], [-0.521, -1.341, 0.284], [0.107, 0.401, -0.131], [0.420, 0.634, -0.068], [-0.283, 0.210, -0.498], [0.297, -0.119, 0.652], [0.294, -0.051, -0.055], [1.169, -1.876, -1.157], [0.124, 2.102, 1.666], [-0.824, -0.057, -0.799], [-0.366, -0.870, -1.181], [0.605, 0.499, 0.149], [-0.515, 0.602, 0.888], [-2.761, -0.735, -0.144], [1.483, 0.352, 0.313], [0.417, 0.134, -0.446], [0.152, -0.245, 0.297], [-0.176, -0.529, -0.342], [-0.027, 0.831, 0.026], [0.270, 0.118, 0.485], [0.048, 0.395, 0.357], [-0.311, -0.435, -0.714], [0.811, -1.975, -0.562], [0.104, -0.131, -0.405], [-0.767, 2.141, 1.532]], "lowdin_charge": [-0.039, -0.015, -0.059, -0.031, 0.090, 0.051, -0.035, 0.026, -0.027, -0.031, 0.049, 0.067, -0.021, 0.001, 0.086, -0.098, 0.026, 0.021, -0.033, -0.064, 0.013, -0.044, 0.034, 0.024, -0.019, 0.068, 0.046, -0.042, -0.032, -0.011]}

No. 3
{"formula": "C5H5N", "method": "ωB97M-V with the def2-TZVPD basis set", "e_homo_ev": -10.542, "homo_lumo_gap_ev": 11.25, "smiles": "C#CCCC#N", "elements": ["C", "C", "C", "C", "C", "N", "H", "H", "H", "H", "H"], "coordinates": [[-1.742, -1.188, -1.658], [-0.760, -0.887, -1.023], [0.384, -0.146, -0.457], [0.226, 0.201, 1.041], [1.167, 1.273, 1.415], [1.919, 2.118, 1.654], [-2.602, -1.356, -2.273], [1.339, -0.664, -0.608], [0.453, 0.791, -1.011], [-0.797, 0.532, 1.249], [0.415, -0.675, 1.672]], "forces_ev_per_a": [[0.570, 0.206, 0.355], [-0.468, 0.440, -0.585], [0.041, -0.163, 0.175], [0.000, 0.009, 0.067], [0.415, 0.412, 0.118], [-0.674, -0.753, -0.180], [0.184, -0.237, 0.273], [-0.249, -0.034, -0.011], [-0.005, -0.044, -0.051], [0.212, 0.021, -0.051], [-0.026, 0.142, -0.109]], "lowdin_charge": [0.108, -0.138, -0.215, -0.180, -0.230, 0.140, 0.030, 0.121, 0.121, 0.122, 0.121]}

No. 4
{"formula": "C22H23", "method": "ωB97M-V with the def2-TZVPD basis set", "e_homo_ev": -11.556, "homo_lumo_gap_ev": 5.99, "charge": 1, "elements": ["C", "C", "C", "C", "C", "C", "C", "C", "H", "H", "H", "H", "H", "H", "H", "H", "H", "H", "C", "C", "C", "C", "C", "C", "C", "C", "C", "C", "C", "C", "C", "C", "H", "H", "H", "H", "H", "H", "H", "H", "H", "H", "H", "H", "H"], "coordinates": [[-3.117, -0.280, -1.902], [-2.331, -1.528, -1.717], [-3.020, -2.821, -1.993], [-0.973, -1.523, -1.463], [-0.097, -2.603, -1.667], [1.261, -2.162, -1.625], [1.287, -0.820, -1.333], [-0.099, -0.278, -1.077], [-4.164, -0.550, -2.063], [-3.085, 0.400, -1.045], [-2.777, 0.283, -2.783], [-4.097, -2.651, -2.046], [-2.700, -3.242, -2.954], [-2.832, -3.575, -1.221], [-0.416, -3.622, -1.889], [2.124, -2.810, -1.771], [2.178, -0.193, -1.249], [-0.313, 0.551, -1.777], [4.870, -0.922, 2.699], [3.480, -0.560, 2.267], [2.490, -1.549, 2.194], [1.242, -1.247, 1.667], [0.945, 0.050, 1.214], [-0.323, 0.225, 0.357], [-0.906, 1.648, 0.316], [-2.250, 1.837, 0.669], [-2.881, 3.059, 0.427], [-2.141, 4.137, -0.073], [-0.780, 3.976, -0.355], [-0.181, 2.712, -0.225], [1.854, 1.076, 1.494], [3.139, 0.754, 1.951], [5.570, -0.117, 2.461], [4.916, -1.093, 3.781], [5.218, -1.840, 2.211], [2.716, -2.569, 2.518], [0.496, -2.039, 1.541], [-1.093, -0.407, 0.826], [-2.809, 0.999, 1.100], [-3.948, 3.159, 0.638], [-2.630, 5.097, -0.251], [-0.174, 4.822, -0.682], [0.859, 2.558, -0.542], [1.594, 2.119, 1.323], [3.893, 1.539, 2.045]], "forces_ev_per_a": [[-0.633, -0.124, 0.122], [0.884, -0.255, -0.382], [-0.522, -0.181, 0.055], [0.562, 1.051, 0.589], [0.176, 0.498, 0.008], [-0.152, 0.062, 0.097], [-0.405, -0.311, 0.211], [-0.279, -1.211, -1.767], [0.149, 0.212, -0.044], [0.293, -0.081, -0.118], [0.116, -0.141, 0.210], [0.153, -0.193, -0.038], [-0.055, 0.106, 0.099], [0.078, 0.149, -0.117], [0.156, 0.257, 0.015], [-0.277, 0.275, -0.056], [-0.240, -0.332, 0.037], [0.179, -0.304, 0.136], [0.276, -0.012, 0.162], [-0.158, -0.119, -0.008], [-0.044, 0.071, -0.070], [0.081, 0.067, -0.349], [-0.115, 0.044, 0.258], [-0.297, 0.949, 1.445], [-0.164, -0.486, -0.175], [0.210, 0.193, -0.118], [0.203, 0.010, 0.102], [0.019, -0.178, 0.056], [0.042, -0.387, 0.009], [-0.190, 0.419, 0.025], [0.256, -0.308, -0.232], [-0.307, -0.043, 0.045], [-0.047, -0.134, 0.043], [-0.018, 0.031, -0.153], [-0.088, 0.198, 0.076], [-0.068, 0.360, -0.116], [0.238, 0.227, 0.071], [0.196, 0.110, -0.186], [0.142, 0.318, -0.106], [0.377, 0.078, -0.030], [0.206, -0.290, 0.120], [-0.283, -0.255, -0.052], [-0.524, 0.194, 0.103], [0.145, -0.350, -0.050], [-0.271, -0.186, 0.075]], "lowdin_charge": [0.012, -0.167, -0.020, -0.137, 0.097, -0.002, 0.075, -0.166, 0.092, 0.075, 0.126, 0.090, 0.114, 0.106, 0.140, 0.128, 0.148, 0.169, -0.050, -0.276, -0.031, -0.045, -0.193, -0.171, -0.198, -0.065, -0.068, -0.071, -0.055, -0.058, -0.020, -0.021, 0.080, 0.092, 0.085, 0.123, 0.123, 0.143, 0.119, 0.113, 0.111, 0.112, 0.119, 0.102, 0.120]}

Taking the records one at a time from the top gives total energy values of -9835.96989 -20799.28883 -6753.76707 -23179.41441 eV.
Taking the records one at a time from the top gives energy above the lowest of the compared OMol25 structures with the same formula, charge and spin values of 0.937 3.324 2.141 0.000 eV.